Entry 1:
Density functional theory data (ωB97M-V/def2-TZVPD) for a gas-phase ion, C4H10N2 (charge +2) in a non-equilibrium geometry.

Output
* energy: -7269.143 eV
* Kohn-Sham gap: 11.06 eV
* net charge: +2
* spin multiplicity: 1
* SMILES: C[C@H]([NH3+])C#C[NH3+]
* molecular weight: 86.14 g/mol
* highest occupied orbital energy: -19.05 eV

CARTESIAN COORDINATES (ANGSTROEM)
C1 1.172 -1.208 -0.175
C2 0.760 0.288 -0.446
N1 1.875 1.139 0.279
C3 -0.621 0.346 -0.161
C4 -1.903 0.362 -0.051
N2 -3.242 0.122 -0.028
H1 0.580 -1.863 -0.805
H2 1.134 -1.517 0.919
H3 2.287 -1.302 -0.463
H4 1.022 0.419 -1.487
H5 2.064 0.577 1.193
H6 1.683 2.140 0.342
H7 2.641 1.189 -0.483
H8 -3.468 -0.741 0.594
H9 -3.719 0.066 -1.045
H10 -3.671 0.783 0.547

Cartesian forces (eV/Å) of the 2 atoms listed first:
2.4076 0.2441 0.7644
2.8528 -1.9486 0.0211

***

Entry 2:
Density functional theory data (ωB97M-V/def2-TZVPD) for a molecular structure, C4H7N4 in a non-equilibrium geometry.

Output
* energy: -10212.276 eV
* Kohn-Sham gap: 9.83 eV
* net charge: +1
* spin multiplicity: 1
* molecular weight: 111.13 g/mol
* highest occupied orbital energy: -14.28 eV

CARTESIAN COORDINATES (ANGSTROEM)
C1 0.359 0.421 -0.084
C2 1.538 -0.448 -0.272
C3 -1.352 0.061 0.035
C4 2.282 0.920 -0.083
N1 0.972 1.520 0.158
N2 1.726 -1.647 -0.082
N3 -1.647 -1.225 0.295
N4 -2.067 1.194 -0.070
H1 3.030 0.835 0.779
H2 2.841 1.406 -0.855
H3 2.698 -1.902 0.089
H4 -0.807 -1.749 0.348
H5 -2.647 -1.493 0.474
H6 -1.494 2.155 -0.046
H7 -3.103 0.930 0.133

Cartesian forces (eV/Å) of the 2 atoms listed first:
-3.3775 -0.7594 0.0339
0.8014 1.9723 0.3347

***

Entry 3:
Density functional theory data (ωB97M-V/def2-TZVPD) for C3H8N2OS in the gas phase in a non-equilibrium geometry.

Output
* energy: -19103.402 eV
* Kohn-Sham gap: 8.88 eV
* net charge: 0
* spin multiplicity: 1
* SMILES: NC[C@H](N)C(O)=S
* molecular weight: 120.18 g/mol
* highest occupied orbital energy: -8.28 eV

CARTESIAN COORDINATES (ANGSTROEM)
N1 -2.280 -0.630 -0.132
C1 -1.653 0.180 0.888
C2 -0.311 0.737 0.387
N2 -0.568 1.491 -0.830
C3 0.689 -0.365 0.037
O1 0.213 -1.450 -0.558
S1 2.298 -0.001 0.192
H1 -2.703 -0.071 -0.880
H2 -3.042 -1.178 0.269
H3 -2.237 1.071 1.147
H4 -1.557 -0.504 1.782
H5 0.059 1.430 1.128
H6 0.235 2.048 -1.032
H7 -0.871 0.855 -1.581
H8 -0.775 -1.376 -0.574

Cartesian forces (eV/Å) of the 2 atoms listed first:
-1.1087 -0.4739 -0.8858
0.2509 0.1238 1.1664

***

Entry 4:
Density functional theory data (ωB97M-V/def2-TZVPD) for C6H6F3N3O in the gas phase in a non-equilibrium geometry.

Output
* energy: -20987.569 eV
* Kohn-Sham gap: 9.15 eV
* net charge: 0
* spin multiplicity: 1
* SMILES: CC1=CN=N[C@]1(C(N)=O)C(F)(F)F
* molecular weight: 193.13 g/mol
* highest occupied orbital energy: -9.85 eV

CARTESIAN COORDINATES (ANGSTROEM)
C1 -1.476 -0.718 1.565
C2 -0.917 -0.895 0.270
C3 -1.410 -1.340 -0.909
N1 -0.597 -1.189 -1.925
N2 0.459 -0.547 -1.608
C4 0.282 -0.123 -0.243
C5 0.189 1.563 -0.380
N3 0.944 1.935 -1.397
O1 -0.434 2.250 0.416
C6 1.584 -0.269 0.541
F1 1.875 -1.499 0.767
F2 2.581 0.415 -0.057
F3 1.422 0.329 1.745
H1 -0.695 -0.572 2.410
H2 -2.009 -1.645 1.847
H3 -2.333 0.092 1.575
H4 -2.148 -1.992 -1.262
H5 1.514 1.250 -1.930
H6 1.169 2.956 -1.424

Cartesian forces (eV/Å) of the 2 atoms listed first:
-1.7556 0.2081 3.5045
0.7655 2.2748 -2.5560

***

Entry 5:
Density functional theory data (ωB97M-V/def2-TZVPD) for a molecular structure, C37H43ClN4O3STc in a non-equilibrium geometry.

Output
* expectation value of S²: 3.776
* energy: -76725.056 eV
* Kohn-Sham gap (alpha / beta): 7.38 / 6.60 eV
* net charge: 0
* spin multiplicity: 4
* molecular weight: 757.30 g/mol
* highest occupied orbital energy (alpha / beta): -8.07 / -8.28 eV

CARTESIAN COORDINATES (ANGSTROEM)
Tc1 10.342 11.995 11.904
C1 13.515 8.728 14.068
C2 12.145 9.242 14.512
C3 12.096 8.983 16.069
C4 10.938 8.551 13.872
C5 10.975 7.204 13.638
C6 9.871 6.555 12.981
C7 8.650 7.153 12.922
C8 8.541 8.555 13.262
C9 7.138 9.094 13.369
C10 6.174 8.713 12.225
C11 6.571 8.611 14.743
C12 9.752 9.289 13.476
N1 9.823 10.681 13.594
C13 9.540 11.263 14.817
O1 9.338 10.821 15.966
C14 9.444 12.722 14.673
C15 9.176 13.588 15.694
C16 9.025 14.982 15.405
C17 9.233 15.414 14.089
C18 9.601 14.507 13.099
N2 9.612 13.171 13.392
C19 9.939 14.898 11.723
O2 9.839 16.098 11.437
N3 10.255 13.801 10.903
C20 10.336 13.976 9.468
C21 9.223 14.040 8.626
C22 9.396 13.796 7.188
C23 10.694 13.830 6.696
C24 11.792 13.941 7.523
C25 11.637 14.119 8.897
C26 12.826 14.472 9.734
C27 14.098 13.718 9.249
C28 13.063 15.990 9.934
C29 7.806 14.409 9.054
C30 7.628 15.908 8.804
C31 6.828 13.551 8.351
H1 14.320 9.417 14.209
H2 13.546 8.529 12.982
H3 13.752 7.778 14.619
H4 12.145 10.319 14.414
H5 12.267 7.920 16.414
H6 11.103 9.301 16.449
H7 12.816 9.654 16.548
H8 11.842 6.647 13.911
H9 9.941 5.504 12.623
H10 7.834 6.589 12.556
H11 7.205 10.180 13.485
H12 5.826 7.629 12.267
H13 6.683 8.851 11.223
H14 5.324 9.403 12.236
H15 6.521 7.527 14.730
H16 5.565 9.036 14.865
H17 7.130 8.940 15.583
H18 9.158 13.229 16.694
H19 8.647 15.654 16.170
H20 9.117 16.464 13.722
H21 8.566 13.670 6.528
H22 10.776 13.516 5.646
H23 12.778 13.803 7.135
H24 12.598 14.036 10.714
H25 14.395 13.971 8.236
H26 13.854 12.631 9.317
H27 14.977 13.967 9.892
H28 13.383 16.414 8.987
H29 13.769 16.188 10.745
H30 12.050 16.307 10.183
H31 7.810 14.252 10.153
H32 7.731 16.162 7.758
H33 8.365 16.508 9.365
H34 6.659 16.315 9.025
H35 6.512 13.881 7.315
H36 5.867 13.472 8.852
H37 7.088 12.496 8.192
O3 12.097 12.778 12.781
N4 13.311 12.162 12.556
C32 14.395 12.752 13.152
C33 15.689 12.270 12.908
C34 15.872 11.278 11.943
C35 14.687 10.817 11.288
C36 13.384 11.181 11.656
S1 11.942 10.579 10.827
H38 14.138 13.496 13.914
H39 16.541 12.750 13.376
H40 16.857 10.830 11.736
H41 14.754 10.040 10.524
Cl1 8.916 10.573 9.421
C37 8.691 11.179 11.094
H42 8.317 10.278 11.552
H43 7.885 11.895 11.087

Cartesian forces (eV/Å) of the 2 atoms listed first:
0.6489 -0.5990 1.2529
-0.3796 -1.5780 -0.9446

***

Entry 6:
Density functional theory data (ωB97M-V/def2-TZVPD) for a molecular structure, C52H36CdN4O4P2S.

Output
* energy: -102632.564 eV
* Kohn-Sham gap: 6.87 eV
* net charge: 0
* spin multiplicity: 1
* molecular weight: 987.31 g/mol
* highest occupied orbital energy: -7.48 eV

CARTESIAN COORDINATES (ANGSTROEM)
Cd1 0.358 -1.381 1.256
O1 0.184 0.122 -1.853
S1 -0.420 1.091 -0.872
C1 -1.873 1.704 -1.670
C2 -1.740 2.507 -2.779
C3 -2.846 2.965 -3.522
C4 -4.088 2.579 -3.113
C5 -5.450 2.895 -3.683
C6 -6.449 2.124 -2.778
C7 -5.577 1.386 -1.791
C8 -5.887 0.504 -0.801
C9 -4.827 -0.048 -0.053
C10 -3.494 0.250 -0.242
P1 -2.356 -0.625 0.942
C11 -2.799 0.264 2.470
C12 -2.023 1.381 2.769
C13 -2.311 2.160 3.879
C14 -3.376 1.828 4.703
C15 -4.157 0.719 4.406
C16 -3.873 -0.057 3.294
C17 -3.069 -2.301 1.001
C18 -3.418 -2.887 -0.219
C19 -3.827 -4.208 -0.271
C20 -3.884 -4.966 0.893
C21 -3.515 -4.399 2.101
C22 -3.102 -3.073 2.159
C23 -3.150 1.200 -1.257
C24 -4.224 1.710 -2.011
C25 0.661 2.501 -0.824
C26 0.152 3.757 -0.595
C27 0.959 4.915 -0.604
C28 2.282 4.763 -0.893
C29 3.384 5.786 -1.051
C30 4.654 4.956 -1.384
C31 4.197 3.518 -1.326
C32 4.879 2.349 -1.464
C33 4.179 1.144 -1.237
C34 2.829 1.062 -0.968
P2 2.266 -0.602 -0.405
C35 3.724 -1.151 0.544
C36 4.678 -2.034 0.047
C37 5.762 -2.404 0.834
C38 5.890 -1.907 2.120
C39 4.930 -1.041 2.630
C40 3.852 -0.665 1.847
C41 2.262 -1.673 -1.878
C42 2.494 -1.184 -3.156
C43 2.476 -2.042 -4.247
C44 2.228 -3.395 -4.068
C45 1.991 -3.889 -2.792
C46 2.002 -3.032 -1.703
C47 2.071 2.280 -0.960
C48 2.812 3.469 -1.065
H1 -0.747 2.801 -3.089
H2 -2.693 3.600 -4.385
H3 -5.514 2.573 -4.723
H4 -5.638 3.969 -3.672
H5 -7.069 1.433 -3.350
H6 -7.126 2.803 -2.259
H7 -6.906 0.211 -0.584
H8 -5.089 -0.768 0.714
H9 -1.170 1.631 2.146
H10 -1.689 3.014 4.110
H11 -3.590 2.424 5.580
H12 -4.989 0.454 5.045
H13 -4.501 -0.911 3.074
H14 -3.368 -2.309 -1.135
H15 -4.093 -4.650 -1.222
H16 -4.203 -5.999 0.852
H17 -3.531 -4.988 3.008
H18 -2.763 -2.660 3.099
H19 -0.914 3.870 -0.448
H20 0.513 5.885 -0.428
H21 3.509 6.362 -0.134
H22 3.144 6.498 -1.841
H23 5.459 5.140 -0.672
H24 5.044 5.198 -2.373
H25 5.941 2.320 -1.671
H26 4.763 0.231 -1.233
H27 4.577 -2.441 -0.951
H28 6.488 -3.107 0.447
H29 6.719 -2.219 2.741
H30 5.007 -0.685 3.648
H31 3.094 -0.009 2.264
H32 2.671 -0.128 -3.311
H33 2.653 -1.649 -5.239
H34 2.219 -4.063 -4.919
H35 1.802 -4.943 -2.639
H36 1.831 -3.437 -0.713
O2 -0.730 -1.731 3.321
N1 -0.070 -0.806 3.885
O3 -0.154 -0.567 5.048
O4 0.691 -0.126 3.106
N2 1.364 -3.303 1.711
C49 2.298 -3.821 2.171
C50 3.398 -4.482 2.687
C51 4.041 -5.451 1.874
N3 4.567 -6.235 1.213
C52 3.937 -4.091 3.938
N4 4.393 -3.764 4.945

Cartesian forces (eV/Å) of the 2 atoms listed first:
-0.0982 0.2920 -0.3621
-0.1420 0.2639 0.2057